[1]
Below is an isolated ion of composition C3H6NO2S and charge +1 in a non-equilibrium geometry, with properties calculated with ωB97M-V/def2-TZVPD.

Summary:
- M (g/mol) = 120.15
- E_HOMO (eV) = -16.7
- LUMO level (eV) = -5.9181
- structure (SMILES) = C#[N+]S(=O)(=O)CC
- calculated total energy (a.u.) = -720.90926

Geometry as ORCA input:
```
! wB97M-V def2-TZVPD RIJCOSX def2/J DEFGRID3
* xyz 1 1
C 2.376 -2.297 -0.083
C -1.007 0.493 -0.325
C 0.117 1.023 0.478
N 1.789 -1.334 0.034
O 2.886 0.951 0.947
O 2.031 0.598 -1.583
S 1.782 0.663 -0.158
H 3.193 -2.883 -0.308
H -1.156 0.977 -1.189
H -0.927 -0.481 -0.643
H -1.807 0.807 0.279
H 0.259 0.765 1.535
H 0.267 2.185 0.496
*
```


[2]
Below is C31H42N4O2PdSSi as an isolated structure, with properties calculated with ωB97M-V/def2-TZVPD.

Summary:
- M (g/mol) = 669.28
- E_HOMO (alpha / beta) (eV) = -6.5 / -7.7
- LUMO level (alpha / beta) (eV) = 0.6764 / -0.6742
- calculated total energy (a.u.) = -2391.44738

Geometry as ORCA input:
```
! wB97M-V def2-TZVPD RIJCOSX def2/J DEFGRID3
* xyz 0 3
Pd 0.382 -0.759 1.436
C 0.244 -0.750 5.845
C 0.401 -0.538 4.373
N 0.236 -1.461 3.498
O -0.143 -2.682 4.020
C 0.755 0.800 3.874
C 1.154 1.927 4.768
N 0.695 0.938 2.576
O 0.989 2.003 1.960
H -0.259 -1.687 6.061
H -0.315 0.080 6.277
H 1.227 -0.761 6.321
H -0.484 -3.146 3.247
H 1.816 1.593 5.568
H 0.288 2.406 5.235
H 1.664 2.681 4.172
C 5.971 2.096 -1.113
C 5.181 3.401 -1.082
C 3.677 3.248 -1.299
C 2.951 2.443 -0.226
N 3.091 0.984 -0.324
C 2.172 0.096 -0.709
S 2.282 -1.528 -0.106
N 1.151 0.411 -1.515
C 1.044 1.488 -2.502
C 1.894 1.263 -3.754
C 1.303 0.303 -4.779
C 1.186 -1.138 -4.300
H 7.044 2.289 -1.138
H 5.717 1.498 -1.992
H 5.782 1.477 -0.234
H 5.572 4.072 -1.852
H 5.351 3.911 -0.129
H 3.496 2.807 -2.282
H 3.224 4.244 -1.319
H 1.887 2.666 -0.169
H 3.334 2.712 0.760
H 3.770 0.557 0.280
H 0.546 -0.382 -1.670
H 1.297 2.435 -2.041
H -0.016 1.550 -2.759
H 2.882 0.904 -3.441
H 2.057 2.236 -4.227
H 1.926 0.340 -5.676
H 0.317 0.669 -5.084
H 2.123 -1.491 -3.859
H 0.929 -1.805 -5.125
H 0.400 -1.267 -3.553
C -4.324 -3.926 3.109
C -3.888 -2.688 3.567
C -3.120 -1.879 2.745
C -2.775 -2.276 1.446
C -3.228 -3.521 1.004
C -3.992 -4.341 1.827
Si -1.731 -1.110 0.409
C -2.620 0.542 0.305
C -1.907 1.743 0.248
C -2.562 2.961 0.119
C -3.947 3.003 0.046
C -4.677 1.822 0.113
C -4.017 0.607 0.244
C -1.652 -1.833 -1.331
C -0.927 -3.005 -1.582
C -0.977 -3.635 -2.818
C -1.738 -3.091 -3.845
C -2.435 -1.910 -3.632
C -2.394 -1.291 -2.387
H -4.921 -4.563 3.749
H -4.144 -2.357 4.566
H -2.777 -0.917 3.117
H -2.987 -3.858 0.001
H -4.333 -5.303 1.463
H -0.827 1.735 0.342
H -1.987 3.879 0.092
H -4.459 3.953 -0.052
H -5.759 1.847 0.068
H -4.602 -0.307 0.307
H -0.312 -3.431 -0.796
H -0.413 -4.547 -2.981
H -1.777 -3.581 -4.810
H -3.022 -1.475 -4.432
H -2.962 -0.379 -2.233
*
```


[3]
Below is one molecule with the formula C6H16N2, with properties calculated with ωB97M-V/def2-TZVPD.

Summary:
- M (g/mol) = 116.21
- E_HOMO (eV) = -8.6
- LUMO level (eV) = 1.1016
- structure (SMILES) = CCC[C@@H](CN)NC
- calculated total energy (a.u.) = -347.69752

Geometry as ORCA input:
```
! wB97M-V def2-TZVPD RIJCOSX def2/J DEFGRID3
* xyz 0 1
C -0.448 1.564 -1.674
N -0.567 1.482 -0.222
C -0.732 0.136 0.335
C 0.585 -0.629 0.560
C 1.191 -1.325 -0.655
C 2.695 -1.525 -0.498
C -1.516 0.198 1.663
N -2.829 0.768 1.585
H -0.917 0.721 -2.192
H 0.590 1.572 -1.997
H -1.028 2.403 -2.072
H 0.273 1.881 0.177
H -1.401 -0.404 -0.336
H 1.315 0.072 0.943
H 0.404 -1.352 1.358
H 1.044 -0.702 -1.539
H 0.692 -2.257 -0.891
H 3.143 -2.109 -1.305
H 2.950 -2.041 0.433
H 3.215 -0.564 -0.505
H -0.938 0.752 2.409
H -1.579 -0.830 2.036
H -2.804 1.772 1.598
H -3.339 0.418 0.788
*
```


[4]
Below is one molecule with the formula C5H9N in a non-equilibrium geometry, with properties calculated with ωB97M-V/def2-TZVPD.

Summary:
- M (g/mol) = 83.13
- E_HOMO (eV) = -7.0
- LUMO level (eV) = -1.1045
- calculated total energy (a.u.) = -250.41693

Geometry as ORCA input:
```
! wB97M-V def2-TZVPD RIJCOSX def2/J DEFGRID3
* xyz 0 1
N 3.253 0.379 0.363
C 2.013 0.491 -0.274
C 0.973 -0.442 0.283
C -0.348 -0.256 0.029
C -1.559 -0.888 0.257
C -2.733 0.107 0.059
H 3.980 0.622 -0.204
H 1.546 1.387 -0.660
H 2.716 -0.097 -0.926
H 1.587 -1.365 0.981
H -0.476 0.667 -0.663
H -1.842 -1.732 0.821
H -3.653 -0.382 -0.032
H -2.839 0.863 0.868
H -2.618 0.646 -0.901
*
```


[5]
Below is C35H32AsN13O3PbS2 as an isolated structure in a non-equilibrium geometry, with properties calculated with ωB97M-V/def2-TZVPD.

Summary:
- M (g/mol) = 1028.99
- E_HOMO (eV) = -1.8
- LUMO level (eV) = 3.9940
- calculated total energy (a.u.) = -5515.58578

Geometry as ORCA input:
```
! wB97M-V def2-TZVPD RIJCOSX def2/J DEFGRID3
* xyz -2 1
Pb 1.296 -0.698 0.300
O 4.942 -1.148 -2.312
C 3.838 -1.190 -1.748
N 3.516 -0.860 -0.507
C 4.459 -0.496 0.437
C 5.688 0.089 0.153
C 6.565 0.435 1.167
C 6.228 0.187 2.487
C 5.023 -0.415 2.791
C 4.119 -0.765 1.789
N 2.875 -1.298 2.039
C 2.592 -2.052 3.085
O 3.367 -2.588 3.895
C 1.112 -2.296 3.280
C 0.727 -3.084 4.371
C -0.613 -3.255 4.644
C -1.547 -2.634 3.825
C -1.076 -1.894 2.748
N 0.207 -1.737 2.487
C 2.696 -1.810 -2.512
C 2.861 -2.104 -3.867
C 1.875 -2.802 -4.532
C 0.753 -3.210 -3.824
C 0.667 -2.865 -2.486
N 1.604 -2.185 -1.856
H 5.952 0.262 -0.878
H 7.510 0.912 0.925
H 6.909 0.466 3.284
H 4.755 -0.605 3.819
H 1.509 -3.530 4.969
H -0.932 -3.859 5.487
H -2.609 -2.741 4.013
H -1.761 -1.415 2.058
H 3.772 -1.788 -4.351
H 1.974 -3.043 -5.583
H -0.028 -3.785 -4.300
H -0.187 -3.162 -1.890
N 2.433 2.729 -0.529
C 2.213 2.491 0.805
N 2.450 3.394 1.754
N 2.063 2.797 2.880
N 1.621 1.614 2.639
N 1.710 1.366 1.330
C 1.610 2.192 -1.487
N 1.336 2.796 -2.643
N 0.500 1.965 -3.254
N 0.284 0.925 -2.524
N 0.977 1.019 -1.391
H 2.723 3.676 -0.727
O -2.381 -1.862 -0.529
S -1.840 -0.757 -1.347
C -2.241 -1.242 -3.067
C -1.642 -0.566 -4.115
C -1.891 -0.974 -5.413
C -2.739 -2.042 -5.658
C -3.346 -2.704 -4.602
C -3.090 -2.307 -3.301
C -3.191 0.470 -1.378
C -4.319 0.224 -0.621
C -5.328 1.169 -0.561
C -5.195 2.357 -1.259
C -4.056 2.599 -2.011
C -3.044 1.658 -2.072
H -0.946 0.226 -3.889
H -1.415 -0.458 -6.234
H -2.919 -2.370 -6.673
H -4.004 -3.542 -4.796
H -3.521 -2.826 -2.459
H -4.377 -0.707 -0.074
H -6.214 0.983 0.031
H -5.975 3.106 -1.201
H -3.948 3.535 -2.537
H -2.138 1.855 -2.621
C -2.784 4.451 2.820
As -1.909 2.680 2.678
C -0.673 2.792 4.175
C -3.277 1.448 3.394
S -1.498 2.373 0.690
H -3.098 4.678 3.837
H -3.638 4.489 2.142
H -2.048 5.189 2.490
H -1.243 3.026 5.074
H 0.073 3.561 3.977
H -0.140 1.848 4.277
H -3.801 1.904 4.233
H -2.777 0.538 3.727
H -3.989 1.193 2.608
*
```


[6]
Below is C29H49AsBrHfN3O10S2Si as an isolated structure in a non-equilibrium geometry, with properties calculated with ωB97M-V/def2-TZVPD.

Summary:
- M (g/mol) = 1025.26
- E_HOMO (eV) = -13.7
- LUMO level (eV) = -4.5769
- calculated total energy (a.u.) = -7994.62723

Geometry as ORCA input:
```
! wB97M-V def2-TZVPD RIJCOSX def2/J DEFGRID3
* xyz 2 1
Hf 1.088 0.544 0.638
O 4.486 -0.519 2.562
As 3.911 0.977 1.758
O 3.013 0.174 0.559
O 1.428 -1.276 2.332
C 1.779 2.695 0.482
C 2.244 3.580 -0.482
C 2.604 4.887 -0.161
C 2.488 5.366 1.144
C 2.008 4.520 2.135
C 1.678 3.214 1.774
S 1.208 2.036 2.974
O 2.461 1.114 3.037
O 0.878 2.497 4.274
O 0.171 1.146 2.318
H 5.269 -0.375 3.137
H 2.320 3.250 -1.509
H 2.971 5.549 -0.948
H 2.763 6.394 1.395
H 1.897 4.848 3.175
O -2.389 7.392 3.203
C -2.109 6.060 3.126
C -2.048 5.232 4.253
C -1.758 3.903 4.062
N -1.524 3.360 2.850
C -1.581 4.171 1.813
Br -1.246 3.345 0.119
C -1.868 5.533 1.861
H -2.535 7.661 4.130
H -2.215 5.609 5.270
H -1.695 3.199 4.893
H -1.912 6.133 0.948
C 1.010 -4.167 0.059
C 1.674 -2.856 0.458
C 3.128 -2.849 -0.015
C 1.556 -2.669 1.966
O 0.956 -1.708 -0.120
Si 0.539 -1.463 -1.721
S -0.217 0.505 -1.434
O -0.594 -2.562 -2.010
C -1.248 -2.993 -3.241
C -2.419 -3.855 -2.799
C -0.246 -3.786 -4.054
C -1.732 -1.770 -4.001
O 1.813 -1.580 -2.691
C 2.619 -0.651 -3.486
C 3.102 0.479 -2.599
C 3.787 -1.489 -3.989
C 1.763 -0.145 -4.632
H 1.511 -4.992 0.617
H 1.135 -4.372 -1.024
H -0.074 -4.171 0.284
H 3.639 -3.711 0.458
H 3.644 -1.913 0.243
H 3.176 -2.966 -1.115
H 2.439 -3.120 2.471
H 0.661 -3.177 2.343
H 2.253 -0.988 2.781
H -2.090 -4.651 -2.111
H -2.878 -4.314 -3.699
H -3.197 -3.250 -2.288
H 0.048 -4.710 -3.522
H 0.672 -3.196 -4.241
H -0.697 -4.067 -5.026
H -2.257 -1.062 -3.336
H -2.439 -2.081 -4.791
H -0.896 -1.258 -4.511
H 3.722 0.102 -1.775
H 2.261 1.050 -2.182
H 3.709 1.170 -3.219
H 4.371 -1.905 -3.144
H 4.460 -0.850 -4.597
H 3.429 -2.328 -4.614
H 0.902 0.437 -4.252
H 1.392 -0.980 -5.253
H 2.372 0.521 -5.274
C -4.237 0.245 2.007
C -2.844 0.680 1.553
N -2.084 -0.439 0.970
C -2.830 -0.918 -0.209
C -4.243 -1.362 0.170
N -4.433 -1.199 1.649
C -3.391 -2.023 2.360
C -2.001 -1.532 1.946
H -5.035 0.833 1.519
H -4.369 0.348 3.101
H -2.272 1.127 2.378
H -2.909 1.476 0.795
H -2.278 -1.757 -0.680
H -2.856 -0.103 -0.963
H -4.435 -2.423 -0.086
H -5.016 -0.765 -0.344
H -5.380 -1.520 1.919
H -3.552 -3.082 2.098
H -3.545 -1.920 3.447
H -1.411 -2.352 1.498
H -1.427 -1.194 2.830
*
```


[7]
Below is a 2-piece molecular cluster, CH4NO4S2 overall in a non-equilibrium geometry, with properties calculated with ωB97M-V/def2-TZVPD.

Summary:
- M (g/mol) = 158.18
- E_HOMO (eV) = -3.9
- LUMO level (eV) = 3.3175
- calculated total energy (a.u.) = -1192.56993

Geometry as ORCA input:
```
! wB97M-V def2-TZVPD RIJCOSX def2/J DEFGRID3
* xyz -1 1
C 1.174 -0.422 0.197
N -2.703 -0.639 -0.768
O 0.608 1.761 1.788
O 3.708 0.317 0.493
O -0.646 1.584 -0.334
O 1.920 -0.863 -0.928
S 0.645 1.630 0.325
S 2.836 -0.804 0.478
H 0.543 -1.243 0.396
H -1.714 -0.379 -0.629
H -3.310 0.087 -1.132
H -3.060 -1.028 0.114
*
```


[8]
Below is C30H29IN8O3SiTi as an isolated structure, with properties calculated with ωB97M-V/def2-TZVPD.

Summary:
- M (g/mol) = 752.47
- E_HOMO (alpha / beta) (eV) = -13.3 / -13.3
- LUMO level (alpha / beta) (eV) = -6.8980 / -6.9160
- calculated total energy (a.u.) = -3260.58174

Geometry as ORCA input:
```
! wB97M-V def2-TZVPD RIJCOSX def2/J DEFGRID3
* xyz 2 1
Ti -0.305 0.699 0.678
C 0.358 0.131 6.093
N 0.087 -0.202 4.680
C -0.178 0.620 3.695
N -0.165 -0.062 2.538
C 0.116 -1.357 2.931
N 0.286 -1.463 4.215
C 1.744 0.710 6.271
C 2.588 0.166 7.229
C 3.856 0.700 7.427
C 4.296 1.764 6.661
C 3.454 2.310 5.694
C 2.181 1.787 5.510
C 3.929 3.438 4.891
N 5.040 4.069 5.009
N 5.042 5.051 4.029
C 3.933 4.936 3.393
O 3.161 3.924 3.877
C 3.469 5.736 2.259
C 4.308 6.718 1.735
C 3.885 7.470 0.655
C 2.639 7.242 0.082
C 1.797 6.270 0.603
C 0.441 6.047 -0.032
N 0.236 4.630 -0.388
C -0.027 3.623 0.417
N 0.092 2.478 -0.259
C 0.416 2.886 -1.530
N 0.524 4.180 -1.631
C 2.215 5.525 1.700
H 0.259 -0.802 6.638
H -0.420 0.816 6.427
H -0.404 1.666 3.818
H 0.180 -2.190 2.252
H 2.258 -0.675 7.827
H 4.506 0.272 8.179
H 5.284 2.184 6.799
H 1.541 2.259 4.771
H 5.279 6.878 2.185
H 4.532 8.234 0.243
H 2.326 7.826 -0.776
H 0.366 6.598 -0.964
H -0.377 6.349 0.621
H -0.336 3.728 1.444
H 0.563 2.213 -2.357
H 1.577 4.772 2.150
C 2.519 1.276 1.015
Si 1.959 -0.080 -0.198
C 2.635 0.201 -1.894
C 2.545 -1.709 0.476
H 3.471 0.945 1.440
H 1.873 1.467 1.883
H 2.669 2.226 0.502
H 3.705 -0.024 -1.862
H 2.524 1.230 -2.236
H 2.179 -0.464 -2.630
H 3.615 -1.763 0.251
H 2.069 -2.572 0.006
H 2.432 -1.787 1.557
I -8.460 -1.531 -0.712
C -6.501 -0.933 -0.425
C -6.230 0.402 -0.116
C -4.925 0.804 0.072
C -3.890 -0.131 -0.052
C -4.167 -1.467 -0.366
C -5.473 -1.868 -0.549
C -2.538 0.290 0.145
O -2.171 1.465 0.490
O -1.521 -0.546 -0.013
H -7.038 1.115 -0.029
H -4.697 1.835 0.305
H -3.358 -2.178 -0.468
H -5.700 -2.897 -0.791
*
```


> What is the calculated total energy in the first record?

-720.90926 a.u.